[1]
Molecular formula: C43H58BN10O2RuS4
Method: DFT, ωB97M-V/def2-TZVPD

XYZ file:
```
119
Properties=species:S:1:pos:R:3:forces:R:3:mulliken_spin:R:1
Ru 0.2890 0.4356 0.0007 -0.78 -1.00 0.99 2.74
C 0.4810 4.0938 3.6661 0.03 -0.12 0.20 0.00
C 0.0946 2.6116 3.6344 -0.12 0.09 -0.35 0.00
C -1.1772 2.4146 2.8346 0.07 -0.04 0.18 -0.01
C 1.2615 1.7881 3.1504 0.40 -0.19 0.29 0.02
C 2.4489 1.7359 3.8804 -0.13 -0.05 -0.19 0.02
C 3.3288 0.9433 3.1711 -0.24 0.25 0.46 0.02
C 4.7500 0.7773 3.6600 0.24 -0.08 -0.18 0.00
C 5.5070 2.0929 3.4028 -0.16 -0.09 0.13 0.00
C 5.5920 -0.4078 3.1925 -0.11 0.10 0.13 0.00
N 2.6722 0.5207 2.0679 0.38 0.02 -0.04 -0.01
N 1.4023 1.0287 2.0511 -0.55 0.15 -0.46 0.10
B 3.1138 -0.5104 1.0270 -0.25 0.02 -0.01 -0.06
N 2.0950 -1.6766 0.9604 0.31 -0.16 0.14 0.01
N 0.8637 -1.5068 0.4166 -0.47 0.16 -0.12 -0.04
C 0.3179 -2.7239 0.2266 0.17 -0.15 0.03 0.00
C 1.2129 -3.6789 0.6997 -0.14 0.16 0.01 0.01
C 2.3225 -2.9835 1.1541 -0.22 -0.18 0.05 0.04
C 3.5929 -3.5764 1.6788 0.13 -0.05 -0.13 -0.01
C 4.4992 -3.8919 0.4785 -0.02 0.09 0.13 0.00
C 3.3266 -4.8457 2.4896 0.00 0.16 -0.01 0.00
C -0.9553 -3.0335 -0.5090 -0.01 -0.09 0.02 0.02
C -2.0312 -3.5937 0.4287 0.06 0.12 -0.10 0.00
C -0.6420 -4.0640 -1.6054 0.00 0.16 -0.04 0.00
N 3.1785 0.0514 -0.4269 0.32 -0.02 0.05 -0.02
N 2.0446 0.3317 -1.1025 -0.32 0.32 -0.29 0.07
C 2.3487 0.5343 -2.3920 0.28 0.06 0.10 -0.04
C 3.7284 0.3943 -2.5366 -0.17 -0.03 -0.03 0.00
C 4.2220 0.0916 -1.2717 -0.06 0.00 -0.18 0.03
C 5.6550 -0.0673 -0.8666 0.12 0.13 -0.03 0.00
C 6.4864 -0.6583 -2.0054 -0.12 -0.06 0.13 0.00
C 6.2016 1.3065 -0.4499 -0.06 -0.16 0.09 0.00
C 1.3198 0.8499 -3.4405 -0.13 -0.19 0.02 0.01
C 1.9387 0.9225 -4.8337 -0.01 0.09 0.14 0.00
C 0.1826 -0.1808 -3.4245 0.09 0.19 0.06 0.01
H -0.3361 4.6758 4.0944 0.01 0.02 -0.01 0.00
H 1.3738 4.2607 4.2676 0.01 0.04 -0.02 0.00
H 0.6789 4.4617 2.6654 0.05 0.12 -0.25 0.00
H -0.0961 2.3078 4.6685 0.05 -0.10 -0.05 0.00
H -0.9874 2.5614 1.7691 -0.09 0.02 -0.05 0.02
H -1.5657 1.4116 2.9912 -0.07 -0.02 -0.11 0.00
H -1.9373 3.1330 3.1440 -0.01 0.01 -0.03 0.00
H 2.6361 2.2236 4.8219 0.06 0.02 0.01 0.00
H 4.6464 0.6719 4.7437 -0.05 0.00 -0.03 0.00
H 5.4332 2.3755 2.3552 0.10 0.02 -0.08 0.00
H 5.0764 2.9056 3.9852 0.01 0.04 -0.01 0.00
H 6.5555 1.9819 3.6812 0.01 0.03 -0.03 0.00
H 5.9238 -0.2779 2.1628 0.03 -0.09 0.02 0.00
H 6.4765 -0.4629 3.8275 0.04 0.01 -0.03 0.00
H 5.0546 -1.3502 3.2944 0.06 0.01 -0.06 0.00
H 4.1683 -0.9532 1.3021 0.00 0.02 -0.02 0.00
H 1.0798 -4.7455 0.6834 -0.01 -0.03 0.03 0.00
H 4.0921 -2.8528 2.3241 -0.07 0.00 -0.07 0.00
H 4.0140 -4.6348 -0.1558 0.03 -0.02 -0.05 0.00
H 4.6799 -2.9985 -0.1219 0.05 0.00 -0.01 0.00
H 5.4554 -4.2948 0.8120 0.03 0.01 0.00 0.00
H 2.9403 -5.6405 1.8512 -0.02 -0.04 0.01 0.00
H 4.2582 -5.1949 2.9335 0.00 -0.05 0.00 0.00
H 2.6098 -4.6644 3.2900 0.00 -0.02 0.02 0.00
H -1.3224 -2.1204 -0.9822 0.01 -0.02 0.04 -0.01
H -1.6390 -4.4467 0.9833 -0.02 -0.06 -0.02 0.00
H -2.3642 -2.8449 1.1416 -0.02 -0.03 0.06 0.00
H -2.8909 -3.9223 -0.1557 -0.02 -0.03 0.02 0.00
H -0.4982 -5.0509 -1.1656 0.06 -0.03 -0.03 0.00
H -1.4656 -4.1317 -2.3158 -0.06 -0.01 0.04 0.00
H 0.2616 -3.7956 -2.1535 0.00 -0.02 -0.04 0.00
H 4.2948 0.4954 -3.4449 0.02 -0.03 -0.02 0.00
H 5.7101 -0.7392 -0.0083 -0.05 0.01 -0.03 0.00
H 6.5225 0.0263 -2.8537 0.00 -0.02 -0.04 0.00
H 7.5104 -0.8312 -1.6762 0.01 0.02 0.02 0.00
H 6.0660 -1.6083 -2.3367 0.05 -0.01 -0.07 0.00
H 6.2724 1.9625 -1.3187 -0.01 0.05 -0.02 0.00
H 5.5460 1.7814 0.2813 0.05 0.03 0.00 0.00
H 7.1965 1.1994 -0.0167 0.02 0.05 0.00 0.00
H 0.8971 1.8321 -3.2045 0.02 0.02 -0.05 0.00
H 2.4056 -0.0261 -5.1013 0.02 -0.01 -0.01 0.00
H 1.1634 1.1372 -5.5684 0.02 0.02 -0.03 0.00
H 2.6871 1.7134 -4.8881 0.04 -0.01 -0.05 0.00
H 0.5614 -1.1727 -3.6728 0.00 -0.03 0.03 0.00
H -0.2933 -0.2351 -2.4398 -0.06 -0.10 -0.06 -0.03
H -0.5812 0.0899 -4.1539 -0.04 -0.02 -0.01 0.00
S -1.8269 -0.1958 0.8497 1.00 -0.30 -0.17 0.13
C -3.1529 0.9034 0.8107 -0.68 0.44 0.03 0.00
N -3.2077 2.0955 0.3190 0.41 -0.02 -0.21 0.06
C -4.4451 2.6735 0.4970 -0.52 -0.16 0.27 -0.01
C -4.8322 3.9412 0.0584 0.12 -0.10 0.03 0.01
C -6.1140 4.3797 0.3158 0.07 0.06 -0.07 0.00
C -7.0254 3.5733 1.0016 -0.03 -0.03 0.07 0.01
C -6.6691 2.3111 1.4341 -0.05 -0.02 0.06 -0.01
C -5.3756 1.8697 1.1840 0.14 0.09 -0.19 0.01
S -4.6492 0.3507 1.5838 0.39 0.08 -0.16 0.02
H -4.1198 4.5624 -0.4650 0.04 0.08 -0.02 0.00
H -6.4156 5.3617 -0.0228 -0.02 0.01 0.03 0.00
H -8.0187 3.9468 1.2086 -0.03 -0.02 -0.05 0.00
H -7.3756 1.6791 1.9548 -0.03 0.03 0.02 0.00
N 5.4121 6.0094 -4.9198 -0.04 0.02 -0.01 0.00
C 4.6859 5.6580 -3.8241 -0.07 0.04 0.03 0.00
C 4.1541 6.6482 -2.9794 0.04 -0.14 0.01 0.00
C 3.4350 6.2894 -1.8611 -0.02 0.01 0.04 0.00
C 3.2453 4.9437 -1.5669 -0.37 -0.18 0.28 0.04
C 3.7407 3.9525 -2.3985 0.05 0.04 0.00 -0.01
C 4.4466 4.3058 -3.5285 0.03 0.02 -0.01 0.00
S 2.4604 4.5632 -0.0360 0.78 0.54 -0.10 0.00
O 3.4458 4.2306 0.9419 -0.19 -0.24 0.05 0.00
O 1.5277 5.6303 0.2333 -0.12 0.00 0.17 0.01
N 1.6038 3.1650 -0.3288 -0.60 -0.34 -0.13 0.30
C 0.4129 3.2515 -0.8172 0.72 0.42 0.08 -0.08
S -0.3337 4.7426 -1.4036 -0.89 -0.30 -0.33 0.16
C -1.6116 3.8063 -2.0340 0.46 0.98 -0.03 0.30
C -1.4768 2.4717 -1.7263 0.39 -1.05 0.46 0.17
N -0.3758 2.1433 -1.0384 0.18 0.75 -0.15 -0.04
H 5.5696 6.9757 -5.1346 0.06 -0.02 -0.04 0.00
H 5.8342 5.3144 -5.5051 0.01 0.02 -0.03 0.00
H 4.3321 7.6921 -3.2024 -0.03 0.01 -0.01 0.00
H 3.0206 7.0305 -1.1909 0.04 0.10 -0.08 0.00
H 3.5636 2.9147 -2.1571 0.10 -0.12 -0.02 -0.01
H 4.8368 3.5433 -4.1922 0.00 -0.03 0.02 0.00
H -2.4180 4.2592 -2.5861 -0.07 -0.06 -0.02 0.00
H -2.1629 1.7007 -2.0351 -0.06 -0.04 0.07 0.01
```
Positions in Å, forces in eV/Å.

Output
- spin multiplicity = 5
- calculated total energy (eV) = -111125.53213
- F_max (eV/A) = 1.6
- molecular weight (g/mol) = 987.2
- frontier orbital gap (spin up / spin down) (eV) = 8.0 / 4.9
- net charge = +1

[2]
Molecular formula: C43H58F4N3NaOP
Method: DFT, ωB97M-V/def2-TZVPD

XYZ file:
```
111
Properties=species:S:1:pos:R:3:forces:R:3:mulliken_charge:R:1
Na 0.3587 -0.2381 0.1802 -0.25 0.23 -0.65 1.52
C -1.0751 2.4307 -2.8144 0.11 -0.08 0.07 -1.40
C 0.2988 1.7695 -2.8508 -0.10 0.00 0.11 -0.14
N 0.3136 0.3770 -2.4157 0.19 0.03 -0.08 1.36
C 1.5903 -0.2490 -2.7749 0.13 0.04 -0.04 -1.16
C 2.8136 0.3908 -2.1299 -0.17 -0.02 -0.02 -0.52
C -0.7982 -0.4325 -2.9110 -0.07 -0.02 0.12 -1.51
C -2.0727 -0.4523 -2.0419 -0.03 0.09 0.08 -1.23
N -1.7445 -0.3675 -0.6391 -0.19 -0.02 -0.10 0.64
C -2.5979 -0.7816 0.2696 -0.39 -0.03 0.05 -0.10
C -2.1900 -0.7938 1.6431 -0.01 0.02 0.08 -0.08
F -0.9029 -0.4105 1.9246 -0.41 -0.01 0.31 -0.29
C -2.9879 -1.1534 2.6924 -0.03 0.00 -0.03 0.13
F -2.4884 -1.0686 3.9465 0.08 -0.05 0.06 -0.35
C -4.2888 -1.5987 2.5169 -0.03 0.00 -0.04 -0.74
C -4.7300 -1.6185 1.2030 0.09 0.02 0.25 0.30
F -5.9969 -2.0252 0.9661 -0.10 -0.01 -0.10 -0.36
C -3.9605 -1.2235 0.1371 0.11 0.05 -0.01 0.26
F -4.5690 -1.2153 -1.0823 0.04 0.00 -0.07 -0.37
H -0.9619 3.5151 -2.8801 -0.01 0.01 -0.06 0.45
H -1.5835 2.1930 -1.8809 -0.04 0.01 -0.02 0.15
H -1.7015 2.0995 -3.6423 -0.05 0.02 0.03 0.39
H 0.9674 2.3271 -2.1869 0.05 0.00 -0.05 -0.30
H 0.7156 1.8578 -3.8733 -0.01 0.01 0.00 0.41
H 1.7146 -0.2499 -3.8764 -0.02 -0.02 0.01 0.46
H 1.5576 -1.2840 -2.4340 -0.05 0.01 -0.03 0.28
H 2.9765 1.4191 -2.4629 0.02 0.00 -0.01 0.44
H 3.6977 -0.1960 -2.3872 0.01 0.01 0.02 0.44
H 2.6994 0.3653 -1.0458 0.06 0.03 0.02 -0.29
H -0.4353 -1.4602 -2.9557 0.05 0.01 0.02 0.69
H -1.0759 -0.1495 -3.9406 0.04 -0.06 -0.05 0.25
H -2.5788 -1.3911 -2.2945 -0.06 0.03 -0.06 0.57
H -2.7550 0.3550 -2.3425 0.01 -0.04 -0.07 0.40
H -4.9098 -1.9145 3.3395 0.00 0.01 0.00 0.49
O 1.4665 1.3613 0.9418 0.43 0.26 0.03 -1.13
P 1.3291 2.5734 1.7945 -0.02 0.53 0.38 -0.08
C 2.1646 3.9400 0.8624 -0.09 -0.33 0.37 0.89
C 2.3738 5.3025 1.5145 -0.08 0.09 -0.14 0.83
C 2.9369 6.2915 0.4903 0.14 -0.02 0.10 -0.78
C 4.2461 5.7816 -0.1122 -0.14 -0.06 -0.12 -0.87
C 4.0628 4.3912 -0.7230 0.08 0.06 0.17 -0.64
C 3.4957 3.4159 0.3068 -0.05 0.04 -0.19 0.09
C 1.9524 2.1813 3.4958 -0.10 0.03 -0.36 0.24
C 3.1739 1.2406 3.4663 0.06 0.00 -0.06 -0.46
C 4.5158 1.9142 3.7413 -0.09 -0.04 0.13 -0.28
C 4.4502 2.7519 5.0137 0.00 0.08 -0.15 -1.15
C 3.4224 3.8612 4.8236 -0.03 -0.15 0.08 -0.41
C 2.0249 3.2979 4.5536 0.10 0.11 -0.10 -0.94
C -0.4906 2.8281 2.0230 0.23 0.04 -0.05 1.50
C -1.1364 3.2521 0.6990 0.16 0.12 -0.03 0.15
C -1.2000 4.7706 0.5286 -0.10 -0.05 0.13 -0.09
C -1.8747 5.4366 1.7282 0.14 0.04 -0.04 -1.19
C -1.1411 5.0873 3.0225 -0.13 -0.10 -0.02 -0.31
C -1.0986 3.5733 3.2107 0.10 0.11 0.01 -1.47
H 1.4806 4.0522 0.0105 0.02 -0.01 -0.02 0.38
H 3.0894 5.2032 2.3338 -0.06 0.03 0.01 -0.38
H 1.4455 5.6983 1.9318 0.10 -0.03 -0.01 -0.61
H 3.0971 7.2635 0.9646 -0.04 0.01 -0.03 0.43
H 2.2044 6.4366 -0.3109 -0.03 0.02 0.00 0.37
H 5.0066 5.7263 0.6744 0.02 0.03 0.00 0.30
H 4.6069 6.4847 -0.8672 0.05 0.00 0.03 0.46
H 5.0176 4.0129 -1.0956 -0.02 0.01 -0.05 0.47
H 3.3825 4.4543 -1.5788 -0.01 -0.03 -0.01 0.32
H 4.2147 3.3153 1.1246 0.01 -0.03 0.03 -0.30
H 3.3544 2.4293 -0.1317 0.01 -0.01 0.01 -0.62
H 1.0999 1.5375 3.7533 0.01 0.02 0.09 0.61
H 3.1892 0.7230 2.5048 -0.01 -0.07 0.06 -0.39
H 3.0299 0.4729 4.2322 -0.03 -0.01 0.00 0.73
H 4.8040 2.5629 2.9102 0.03 -0.01 -0.02 -0.07
H 5.2827 1.1412 3.8260 0.02 0.02 -0.05 0.49
H 5.4284 3.1794 5.2467 0.00 -0.02 0.03 0.47
H 4.1576 2.1168 5.8568 0.03 0.00 0.03 0.39
H 3.7465 4.4946 3.9947 0.04 0.00 0.03 -0.04
H 3.3711 4.4971 5.7111 0.01 0.05 -0.03 0.47
H 1.3634 4.1236 4.2809 -0.04 -0.02 0.08 0.11
H 1.6505 2.8871 5.4964 -0.05 0.03 0.00 0.42
H -0.7146 1.7665 2.1644 -0.05 -0.04 -0.01 -0.57
H -2.1520 2.8459 0.6636 0.01 -0.05 -0.02 0.94
H -0.5882 2.7898 -0.1248 -0.11 -0.03 -0.03 -1.02
H -1.7426 5.0098 -0.3889 0.06 0.01 -0.03 0.51
H -0.1907 5.1832 0.4297 -0.07 0.02 -0.07 -0.36
H -2.9098 5.0865 1.7982 -0.02 0.03 0.01 0.42
H -1.9046 6.5207 1.5892 -0.04 -0.01 0.00 0.50
H -1.6411 5.5490 3.8778 0.04 0.03 0.01 0.40
H -0.1240 5.4906 2.9847 -0.08 0.01 0.08 -0.07
H -2.1312 3.2188 3.3038 0.01 -0.03 0.03 0.55
H -0.5964 3.3058 4.1414 -0.05 -0.02 0.01 0.45
N 1.4809 -1.9638 0.0196 0.67 -1.09 -0.06 -0.71
C 2.1891 -2.9694 -0.1938 -0.13 0.32 0.04 -1.31
C 3.6847 -2.8225 -0.4165 0.10 -0.04 -0.18 0.93
C 4.3538 -3.5105 -1.4283 -0.01 0.02 0.11 -0.33
C 5.6685 -3.1977 -1.7541 0.07 -0.03 -0.03 -0.78
C 6.3473 -2.2126 -1.0535 0.03 0.00 0.04 -0.45
C 5.6977 -1.5370 -0.0234 0.04 0.01 -0.03 -0.47
C 4.3808 -1.8336 0.2797 -0.04 -0.07 0.03 -0.16
C 1.6176 -4.3684 -0.3061 0.00 -0.10 0.07 0.23
C 2.2996 -5.4960 0.1451 0.01 0.02 -0.07 -0.08
C 1.6873 -6.7434 0.1468 0.02 -0.08 0.00 -0.82
C 0.3921 -6.8859 -0.3267 -0.03 -0.02 -0.04 -0.33
C -0.2926 -5.7689 -0.7955 0.02 -0.04 0.01 -0.73
C 0.3137 -4.5248 -0.7745 0.01 0.03 0.01 -0.31
H 3.8304 -4.2885 -1.9740 0.00 0.03 -0.02 0.44
H 6.1667 -3.7249 -2.5604 -0.01 0.00 0.00 0.38
H 7.3756 -1.9761 -1.3013 -0.01 0.01 -0.01 0.36
H 6.2226 -0.7657 0.5302 -0.01 -0.01 0.01 0.39
H 3.8409 -1.2864 1.0438 -0.03 0.02 -0.03 0.31
H 3.3181 -5.3923 0.5046 -0.03 0.00 0.03 0.41
H 2.2204 -7.6101 0.5219 0.02 0.02 0.00 0.36
H -0.0832 -7.8599 -0.3323 0.00 0.00 0.01 0.36
H -1.3061 -5.8722 -1.1658 0.00 0.01 0.00 0.39
H -0.2168 -3.6328 -1.0877 0.01 0.03 0.02 0.50
```
Positions in Å, forces in eV/Å.

Output
- relative energy (zero: lowest compared OMol25 entry of this formula, charge and spin) (kcal/mol) = 3.5
- calculated total energy (eV) = -76628.70782
- F_max (eV/A) = 1.3
- molecular weight (g/mol) = 762.9
- frontier orbital gap (eV) = 5.3
- net charge = -1

Q: net charge of number 1 (C43H58BN10O2RuS4)?
A: +1

Q: calculated total energy of number 2 (C43H58F4N3NaOP)?
A: -76628.70782 eV

Q: Look up the F_max of the first one.
A: 1.6 eV/A

Q: The highest F_max belongs to which entry?
A: C43H58BN10O2RuS4